Entry from OMol25: an isolated molecule of C6H8N2O2S in a non-equilibrium geometry (the ωB97M-V functional and the def2-TZVPD basis).

Each line ends with the natural charge from an NBO analysis.
Element x y z (Å)
C 1.133 1.198 0.226  0.148
C 1.169 -1.351 0.305  0.192
C -0.068 -0.779 0.054  -0.034
C 2.234 0.706 -0.518  -0.489
C 2.409 -0.817 -0.112  -0.560
C -1.308 -1.048 -0.490  -0.518
N 0.061 0.625 0.503  -0.419
N -2.541 0.542 1.322  -1.036
O -2.605 1.130 -1.105  -0.939
O -3.885 -0.793 -0.378  -0.933
S -2.720 -0.016 -0.271  2.306
H 1.113 2.227 0.565  0.204
H 2.001 0.932 -1.613  0.262
H 3.156 1.311 -0.273  0.244
H 3.125 -1.145 0.555  0.246
H 2.766 -1.311 -1.105  0.293
H -1.496 -1.935 -1.036  0.242
H -1.626 0.782 1.463  0.404
H -2.919 -0.257 1.910  0.388

Cartesian forces, eV/Å:
C -1.42 2.68 1.16
C -2.00 -2.12 -0.21
C -0.81 1.69 -0.85
C 3.01 -0.36 -1.01
C -0.11 0.88 -4.21
C 1.32 -0.24 0.94
N -0.84 -1.60 0.61
N -4.86 -3.06 -0.90
O 0.37 0.50 -0.53
O -1.30 -1.50 0.31
S 1.95 2.22 1.15
H 0.39 0.36 -0.11
H 0.43 -0.81 1.19
H -0.86 -0.70 -0.34
H 2.02 0.34 1.50
H -0.92 0.27 1.44
H -0.19 -0.80 -0.29
H 2.88 0.72 0.71
H 0.94 1.52 -0.57

Values from the calculation:
Energy above the lowest of the compared OMol25 structures with the same formula, charge and spin (kJ/mol): 650.0
Orbital gap (spin up / spin down) (eV): 7.3 / 7.1
HOMO (spin up / spin down) (eV): -8.51 / -8.66
Lowest unoccupied orbital energy (spin up / spin down) (eV): -1.169 / -1.545

=====

Entry from OMol25: a structure of composition C28H20FeN6O in a non-equilibrium geometry (the ωB97M-V functional and the def2-TZVPD basis).

Each line ends with the natural charge from an NBO analysis.
Element x y z (Å)
Fe -0.926 -0.957 -0.810  1.504
O -2.371 -3.930 -3.260  -0.548
C -2.031 -2.923 -2.712  0.613
N -1.267 -2.812 -1.549  -0.689
C -0.433 -3.959 -1.374  -0.282
C 0.926 -3.416 -0.947  0.261
C 1.970 -4.329 -0.622  -0.245
C 3.089 -3.698 -0.113  -0.121
C 3.215 -2.308 -0.123  -0.266
C 2.180 -1.503 -0.553  0.060
N 0.987 -2.059 -0.877  -0.534
C -2.485 -1.590 -3.121  0.178
C -3.587 -1.421 -3.950  -0.140
C -4.142 -0.132 -4.149  -0.209
C -3.548 0.964 -3.554  -0.098
C -2.231 0.781 -2.809  -0.109
N -1.968 -0.569 -2.457  -0.468
H -0.375 -4.587 -2.307  0.252
H -0.724 -4.627 -0.538  0.211
H 1.893 -5.385 -0.498  0.246
H 3.920 -4.334 0.292  0.236
H 4.163 -1.875 0.161  0.238
H 2.160 -0.416 -0.571  0.210
H -3.989 -2.335 -4.378  0.259
H -4.957 -0.106 -4.874  0.251
H -4.026 1.934 -3.634  0.233
H -1.376 1.205 -3.371  0.246
N 4.174 5.684 5.147  -0.250
C 3.582 4.954 4.460  0.245
C 2.832 4.108 3.585  -0.148
C 3.279 2.883 2.987  -0.133
C 2.392 1.970 2.371  -0.209
C 1.079 2.405 2.059  -0.036
C 0.626 3.677 2.540  -0.212
C 1.442 4.483 3.348  -0.145
C 0.175 1.427 1.353  -0.072
C -0.453 1.794 0.097  0.249
C -0.554 3.119 -0.524  -0.232
C -1.529 2.993 -1.473  -0.135
C -2.165 1.627 -1.474  -0.098
N -1.290 0.898 -0.516  -0.604
C -0.017 0.070 1.803  0.128
C 0.452 -0.360 3.115  -0.162
C -0.015 -1.706 3.278  -0.311
C -0.474 -2.130 2.050  0.067
N -0.505 -1.066 1.133  -0.605
H 4.322 2.768 2.958  0.229
H 2.674 0.971 2.126  0.228
H -0.426 3.963 2.370  0.230
H 1.163 5.516 3.593  0.243
H -0.044 3.993 -0.166  0.258
H -1.926 3.807 -2.102  0.238
H -3.214 1.555 -1.095  0.242
H 1.083 0.282 3.803  0.249
H 0.007 -2.247 4.208  0.247
H -0.738 -3.047 1.661  0.211

Cartesian forces, eV/Å:
Fe -0.29 -1.98 -0.37
O -0.09 -0.93 -0.99
C 0.79 0.64 2.89
N -1.10 0.33 -1.18
C 1.10 -0.29 0.82
C -0.49 -0.61 -0.56
C -0.20 2.97 0.97
C 1.04 -0.97 0.16
C 0.44 0.45 -0.28
C -0.80 -0.80 0.42
N 1.43 -1.18 -0.53
C -0.73 2.02 0.74
C -0.06 0.00 -0.79
C 0.76 -0.15 -0.16
C 0.01 -1.05 -0.48
C -0.72 1.88 0.48
N 0.73 -1.28 -0.17
H 0.02 0.61 0.91
H -0.33 0.12 -0.45
H -0.50 -0.52 -0.52
H -0.78 0.85 -0.46
H -0.03 0.14 0.13
H 0.49 -0.15 0.12
H -0.09 0.29 -0.10
H -0.13 0.54 0.66
H 0.37 0.08 -0.05
H -0.20 -0.40 -0.44
N -0.99 -1.22 -1.01
C 1.45 1.11 0.56
C -2.80 -1.33 -1.40
C -1.53 1.27 0.67
C -0.65 2.47 0.17
C 0.05 -0.36 1.20
C 0.21 -0.63 0.16
C 1.65 -0.26 -0.95
C -0.52 -0.61 -1.81
C -0.59 -1.10 1.73
C -1.66 -1.35 -0.92
C -0.17 1.17 0.18
C 0.59 -1.26 0.25
N 0.60 0.93 -0.04
C 1.56 -0.17 0.81
C -0.79 -0.54 0.06
C 1.27 1.74 0.40
C 0.11 3.47 -1.18
N -0.07 0.95 0.85
H 1.26 -0.84 0.41
H 0.49 -0.32 -0.43
H 0.70 -0.06 -0.03
H -0.23 -0.75 0.34
H 0.18 0.14 -0.28
H 0.33 -0.42 0.44
H 0.67 0.70 0.17
H -1.35 -1.03 -0.73
H 0.24 -0.31 -0.13
H -0.69 -1.96 -0.27

Values from the calculation:
Orbital gap (spin up / spin down) (eV): 6.1 / 6.3
HOMO (spin up / spin down) (eV): -10.30 / -11.56
2S+1: 6
Net charge: +1
Lowest unoccupied orbital energy (spin up / spin down) (eV): -4.192 / -5.277

=====

Entry from OMol25: a structure of composition C19H43OP3PbSSe in a non-equilibrium geometry (the ωB97M-V functional and the def2-TZVPD basis).

Each line ends with the natural charge from an NBO analysis.
Element x y z (Å)
Pb 1.800 -1.615 1.510  1.642
P -1.126 0.349 2.355  0.778
P -2.710 0.876 -0.549  1.079
P 0.004 2.592 -0.052  0.984
H 6.265 -3.055 -0.392  0.200
C 6.416 -2.232 0.298  -0.293
C 5.452 -1.894 1.194  -0.462
H 4.545 -2.483 1.269  0.122
C -1.729 -1.025 3.436  -0.937
C -2.488 1.540 2.768  -0.928
C 0.139 1.003 3.517  -0.927
C -2.935 0.669 -2.370  -0.948
C -4.107 -0.257 -0.133  -0.936
C -3.700 2.434 -0.441  -0.943
C 1.816 2.914 0.013  -0.941
C -0.516 4.039 0.978  -0.931
C -0.235 3.438 -1.675  -0.928
H 7.376 -1.750 0.279  0.250
H 5.638 -1.093 1.895  0.231
H -1.092 -1.913 3.342  0.228
H -2.751 -1.305 3.147  0.250
H -1.738 -0.680 4.480  0.264
H -3.465 1.191 2.410  0.247
H -2.315 2.543 2.356  0.248
H -2.535 1.625 3.861  0.276
H 0.991 0.312 3.610  0.181
H -0.345 1.111 4.499  0.269
H 0.516 1.982 3.187  0.247
H -3.982 0.879 -2.633  0.287
H -2.680 -0.361 -2.646  0.239
H -2.264 1.355 -2.899  0.235
H -5.013 0.148 -0.607  0.283
H -4.256 -0.325 0.953  0.244
H -3.899 -1.260 -0.534  0.240
H -4.658 2.267 -0.952  0.273
H -3.175 3.264 -0.919  0.248
H -3.892 2.686 0.605  0.257
H 2.033 3.920 -0.369  0.282
H 2.376 2.183 -0.589  0.228
H 2.162 2.847 1.051  0.251
H 0.042 4.915 0.617  0.273
H -0.270 3.842 2.027  0.245
H -1.590 4.226 0.868  0.258
H 0.211 4.434 -1.562  0.269
H -1.275 3.534 -2.010  0.253
H 0.346 2.843 -2.391  0.210
C 2.290 -0.654 -2.767  -0.121
C 3.076 -1.490 -1.946  -0.272
C 4.457 -1.577 -2.155  -0.071
C 5.048 -0.926 -3.227  -0.058
C 4.280 -0.085 -4.047  -0.169
C 2.918 0.100 -3.779  -0.163
Se 0.351 -0.357 -2.659  0.487
H 0.395 0.896 -3.472  0.139
H 2.625 -2.055 -1.099  0.158
H 5.001 -2.159 -1.418  0.247
H 6.120 -1.057 -3.483  0.285
H 4.683 0.478 -4.915  0.292
H 2.316 0.823 -4.350  0.251
C -3.186 -3.705 1.160  -0.805
S -1.694 -3.373 0.194  1.221
C -1.333 -5.127 0.073  -0.802
O -0.508 -2.739 0.939  -1.121
H -2.922 -4.224 2.083  0.268
H -3.675 -2.743 1.349  0.240
H -3.855 -4.346 0.574  0.296
H -2.176 -5.667 -0.371  0.287
H -0.456 -5.217 -0.572  0.250
H -1.147 -5.509 1.088  0.263

Cartesian forces, eV/Å:
Pb -2.19 -0.33 -0.10
P 0.15 -0.63 1.44
P -2.40 0.99 -1.51
P -0.33 2.39 -0.87
H 0.21 -0.14 0.14
C -1.58 0.00 1.33
C 1.73 0.01 -1.26
H -0.22 -0.29 0.06
C 0.03 -0.10 -0.20
C 0.01 0.35 -0.58
C -0.11 0.42 -0.02
C 1.25 -0.23 -0.07
C 0.59 -0.79 0.89
C 0.63 0.32 0.58
C 0.44 -1.03 0.38
C -0.25 -0.64 0.41
C -0.10 -0.70 -0.15
H 0.17 0.23 0.02
H -0.17 -0.01 0.21
H -0.19 0.13 0.10
H 0.25 -0.01 0.10
H -0.08 -0.15 -0.28
H 0.29 -0.01 0.12
H 0.01 -0.31 0.14
H 0.06 -0.10 -0.16
H -0.04 0.10 0.14
H 0.44 0.06 -0.13
H 0.03 -0.30 0.19
H 0.35 -0.04 0.12
H -0.18 0.15 -0.12
H -0.28 -0.03 -0.14
H 0.35 -0.08 0.15
H -0.15 -0.04 -0.30
H -0.13 0.28 0.13
H 0.32 0.01 0.12
H -0.15 -0.04 0.08
H -0.07 0.10 -0.18
H -0.21 -0.22 0.10
H -0.05 0.19 0.10
H 0.05 0.05 -0.17
H -0.12 -0.29 0.15
H -0.15 0.30 -0.11
H 0.22 0.01 0.11
H -0.14 -0.24 -0.25
H 0.31 -0.06 0.09
H -0.17 0.44 -0.20
C -1.76 0.67 0.04
C 0.43 -0.22 0.56
C -2.01 -0.63 1.25
C 0.97 0.62 -1.51
C -0.99 0.80 -0.55
C 0.91 0.36 -0.72
Se 2.17 -0.33 0.04
H -0.01 -0.58 0.19
H 0.24 0.17 -0.81
H 0.09 0.17 -0.62
H -0.77 0.04 0.42
H 0.05 -0.59 0.82
H 0.58 -0.48 0.06
C 0.19 1.05 0.91
S -0.66 -1.20 -1.27
C 0.73 -0.02 -0.11
O 1.10 0.36 0.90
H -0.09 0.13 0.03
H -0.01 -0.37 0.16
H 0.36 0.21 -0.21
H 0.12 0.28 -0.01
H -0.08 -0.26 0.17
H 0.05 0.09 -0.33

Values from the calculation:
Orbital gap (spin up / spin down) (eV): 4.5 / 4.7
HOMO (spin up / spin down) (eV): -19.58 / -19.12
Net charge: +4
Lowest unoccupied orbital energy (spin up / spin down) (eV): -15.084 / -14.392

=====

Entry from OMol25: an isolated molecule of C6H13N5 in a non-equilibrium geometry (the ωB97M-V functional and the def2-TZVPD basis).

Each line ends with the natural charge from an NBO analysis.
Element x y z (Å)
C -0.793 -1.022 0.619  0.043
C -1.715 1.168 0.135  -0.637
C -0.880 -0.366 -1.773  -0.629
C 1.227 0.821 1.199  -0.432
C 1.756 -0.051 -0.931  -0.423
C -0.783 0.080 -0.290  0.229
N -0.146 -2.806 1.620  -0.120
N -0.068 -2.194 0.489  -0.336
N -1.136 -0.940 1.942  -0.312
N -0.816 -2.083 2.497  -0.126
N 0.849 0.791 -0.190  -0.400
H -1.765 1.873 -0.600  0.197
H -2.820 0.910 0.248  0.265
H -1.306 1.670 0.897  0.218
H -0.430 0.366 -2.366  0.187
H -0.104 -1.277 -1.952  0.242
H -1.805 -0.576 -2.167  0.241
H 1.441 -0.215 1.344  0.241
H 2.084 1.500 1.357  0.212
H 0.467 1.166 1.905  0.245
H 1.580 -1.057 -0.779  0.261
H 1.656 0.298 -1.927  0.208
H 2.777 0.202 -0.600  0.210
H 0.730 1.741 -0.673  0.416

Cartesian forces, eV/Å:
C 1.82 -2.36 3.14
C -2.28 -2.17 -1.69
C 4.55 -2.00 1.63
C 0.53 1.20 0.97
C 2.02 2.68 -0.22
C -0.16 -0.82 -1.35
N 0.27 -0.81 0.30
N -0.80 1.14 -1.80
N -1.24 0.56 -0.98
N 0.27 0.85 -0.04
N -3.21 1.52 -1.04
H 0.01 2.09 -2.56
H 1.79 -0.30 0.44
H 0.85 1.53 3.60
H 0.37 1.62 -1.17
H -2.43 1.72 0.56
H -2.31 -0.64 -0.31
H 0.47 -0.50 1.10
H -0.03 -0.64 -0.26
H -0.26 -0.30 -0.45
H -0.58 -2.05 0.34
H 0.22 -0.45 -1.23
H -0.24 -0.21 -0.15
H 0.37 -1.68 1.16

Values from the calculation:
Energy above the lowest of the compared OMol25 structures with the same formula, charge and spin (kJ/mol): 432.7
Orbital gap (eV): 8.8
HOMO (eV): -8.83
Lowest unoccupied orbital energy (eV): -0.039

=====

Entry from OMol25: the ion C6H13N2 with charge +1 in a non-equilibrium geometry (the ωB97M-V functional and the def2-TZVPD basis).

Each line ends with the natural charge from an NBO analysis.
Element x y z (Å)
C 1.089 1.097 0.625  -0.365
C -0.127 1.880 0.047  -0.401
C 1.672 -0.078 -0.244  -0.524
C -1.306 1.022 -0.582  -0.554
C 0.847 -1.255 -0.517  0.252
C -1.226 -0.307 0.029  0.267
N -2.299 -0.895 0.480  -0.699
N 0.906 -2.374 0.186  -0.739
H 1.934 1.854 0.568  0.234
H 0.960 0.849 1.662  0.216
H -0.536 2.320 1.021  0.231
H 0.280 2.729 -0.596  0.239
H 2.038 0.472 -1.098  0.249
H 2.543 -0.325 0.315  0.248
H -2.424 1.284 -0.662  0.217
H -0.892 0.893 -1.623  0.261
H 0.466 -1.315 -1.537  0.226
H -2.298 -1.849 0.584  0.402
H -3.177 -0.402 0.403  0.386
H 0.273 -3.124 -0.232  0.418
H 1.276 -2.477 1.169  0.436

Cartesian forces, eV/Å:
C 0.90 0.87 -1.84
C -0.84 1.37 1.95
C -0.04 2.07 1.35
C 0.35 -0.19 -0.61
C -1.57 0.64 0.48
C 1.10 -1.16 -0.81
N 0.91 3.17 -1.30
N -0.79 -1.83 -0.41
H -0.94 -0.83 0.49
H -0.22 -0.47 0.36
H 0.35 0.06 -1.56
H -1.06 -1.23 0.58
H -0.12 -0.58 -0.86
H 0.88 -0.77 0.33
H 1.79 0.92 0.23
H -0.86 -0.28 0.61
H 0.00 -0.45 0.31
H -0.19 -2.51 0.91
H -0.60 -0.17 0.17
H 1.61 1.04 1.43
H -0.65 0.33 -1.82

Values from the calculation:
Energy above the lowest of the compared OMol25 structures with the same formula, charge and spin (kJ/mol): 291.8
Orbital gap (eV): 9.2
HOMO (eV): -12.62
Net charge: +1
Lowest unoccupied orbital energy (eV): -3.370

=====

Entry from OMol25: a structure of composition C29H23IrN3O9S (the ωB97M-V functional and the def2-TZVPD basis).

Each line ends with the natural charge from an NBO analysis.
Element x y z (Å)
Ir 0.011 -1.281 0.969  1.416
O -0.462 2.235 3.364  -0.624
C -0.370 1.094 2.717  0.795
O -0.395 0.994 1.503  -0.560
C -0.286 -0.097 3.619  0.091
C -0.354 -0.093 5.002  -0.128
C -0.321 -1.308 5.669  -0.134
C -0.245 -2.496 4.952  -0.139
C -0.174 -2.426 3.574  0.054
N -0.177 -1.238 2.949  -0.351
C -0.140 -3.553 2.588  0.821
O -0.143 -4.802 2.931  -0.567
O -0.202 -3.278 1.377  -0.500
H -0.535 2.964 2.725  0.528
H -0.430 0.842 5.538  0.266
H -0.361 -1.330 6.749  0.256
H -0.236 -3.445 5.472  0.240
H -0.011 -4.941 3.879  0.514
O 2.784 -3.309 2.558  -0.920
S 2.887 -1.880 2.625  2.294
O 2.590 -1.273 3.898  -0.952
N 1.954 -1.200 1.446  -0.866
C 2.587 -0.222 0.716  0.658
O 1.937 0.505 -0.006  -0.575
C 4.050 -0.267 0.968  -0.161
C 5.051 0.446 0.338  -0.143
C 6.364 0.203 0.724  -0.178
C 6.664 -0.727 1.714  -0.169
C 5.660 -1.444 2.356  -0.199
C 4.366 -1.192 1.954  -0.233
H 4.809 1.160 -0.438  0.246
H 7.169 0.742 0.243  0.235
H 7.697 -0.897 1.988  0.236
H 5.888 -2.166 3.128  0.245
C -2.110 5.310 -1.541  -0.635
C -2.688 3.977 -1.942  0.009
C -4.058 3.884 -2.174  -0.234
C -4.634 2.684 -2.552  -0.194
C -3.850 1.553 -2.703  -0.274
C -2.476 1.635 -2.499  0.235
N -1.638 0.512 -2.610  -0.642
C -1.833 -0.617 -3.374  0.315
C -2.514 -0.520 -4.601  -0.286
C -2.664 -1.610 -5.425  -0.147
C -2.131 -2.852 -5.082  -0.263
C -1.450 -2.966 -3.895  -0.114
C -1.298 -1.879 -3.021  -0.298
C -0.576 -2.200 -1.775  0.790
O -0.110 -3.269 -1.488  -0.576
O -0.515 -1.161 -0.870  -0.761
C -1.881 2.849 -2.113  -0.076
C -0.389 2.894 -1.926  -0.647
H -2.903 5.989 -1.230  0.221
H -1.579 5.781 -2.371  0.226
H -1.404 5.224 -0.713  0.205
H -4.676 4.764 -2.051  0.211
H -5.702 2.621 -2.715  0.217
H -4.304 0.609 -2.970  0.220
H -0.935 0.431 -1.895  0.420
H -2.899 0.443 -4.904  0.227
H -3.186 -1.488 -6.367  0.221
H -2.243 -3.703 -5.739  0.224
H -1.013 -3.909 -3.595  0.237
H 0.120 2.478 -2.799  0.232
H -0.059 2.305 -1.065  0.215
H -0.028 3.910 -1.784  0.222

Cartesian forces, eV/Å:
Ir -0.39 0.29 -0.21
O 0.02 -0.05 -0.10
C -0.04 0.10 0.28
O 0.25 -0.50 -0.23
C 0.00 0.03 0.04
C 0.00 0.04 0.01
C 0.01 -0.02 0.03
C 0.01 0.04 -0.05
C 0.02 0.05 0.03
N -0.14 -0.55 0.16
C -0.09 0.37 -0.43
O 0.01 0.01 0.07
O 0.35 -0.09 0.31
H -0.01 0.02 0.01
H 0.00 0.00 -0.02
H -0.01 -0.01 0.00
H 0.00 0.01 0.01
H 0.01 -0.02 0.01
O -0.02 -0.04 0.01
S -0.02 0.08 0.00
O 0.04 0.00 0.03
N -0.35 0.03 -0.11
C -0.18 0.10 -0.13
O 0.45 0.13 -0.18
C 0.05 -0.08 0.07
C -0.03 0.00 0.00
C 0.02 0.01 -0.01
C 0.00 0.00 0.00
C 0.01 0.02 -0.01
C -0.02 -0.03 0.04
H -0.01 0.00 0.01
H 0.00 0.00 0.00
H -0.01 0.00 0.00
H -0.01 0.00 -0.01
C 0.02 0.03 0.03
C -0.03 -0.01 0.02
C 0.00 0.03 0.05
C -0.03 -0.03 -0.01
C 0.06 0.02 0.01
C -0.06 0.14 -0.03
N 0.10 0.03 0.13
C 0.00 -0.12 -0.15
C 0.00 0.02 0.12
C -0.02 0.02 -0.05
C 0.00 -0.02 0.00
C -0.01 -0.02 -0.02
C 0.07 0.05 -0.07
C -0.30 0.04 0.29
O 0.17 0.04 -0.01
O 0.14 -0.01 0.22
C -0.08 -0.10 -0.09
C 0.06 0.05 -0.03
H 0.00 0.00 -0.03
H 0.02 -0.02 0.01
H -0.02 0.00 0.00
H 0.00 -0.01 0.00
H 0.01 0.00 0.00
H 0.01 -0.03 -0.01
H -0.05 -0.02 -0.03
H 0.00 0.02 -0.01
H 0.00 0.00 0.01
H 0.00 0.00 0.01
H -0.01 0.00 0.00
H -0.01 0.00 0.01
H 0.02 -0.02 0.04
H 0.00 -0.01 -0.01

Values from the calculation:
Energy above the lowest of the compared OMol25 structures with the same formula, charge and spin (kJ/mol): 85.4
Orbital gap (eV): 4.5
HOMO (eV): -9.31
Net charge: +1
Lowest unoccupied orbital energy (eV): -4.763